1.
A structure of composition C30H25N9O11P2SSr in a non-equilibrium geometry, computed with ωB97M-V/def2-TZVPD.

Structure (ORCA input):
```
! RIJCOSX wB97M-V def2-TZVPD def2/J DEFGRID3
* xyz -2 1
Sr 0.0526 0.4736 -0.5260
O -0.6324 0.0873 3.5467
C 0.0100 -0.8852 4.2247
C -0.1084 -0.8840 5.6188
C 0.5002 -1.8723 6.3664
C 1.2290 -2.8786 5.7353
C 1.3508 -2.8602 4.3571
C 0.7680 -1.8651 3.5740
C 0.9759 -1.8241 2.0794
O 0.4486 -0.8278 1.4354
N 1.6837 -2.7927 1.6041
N 2.0257 -2.7236 0.2266
C 1.0498 -2.7761 -0.6044
C 1.2273 -2.8025 -2.0566
C 2.3617 -3.4087 -2.6616
C 2.4676 -3.3274 -4.0227
C 1.5194 -2.6496 -4.8022
C 0.4592 -1.9013 -4.2232
C 0.2870 -2.0862 -2.7838
O -0.6640 -1.3361 -2.2211
H -0.3521 -0.0395 2.5928
H -0.6811 -0.0886 6.0742
H 0.4088 -1.8566 7.4460
H 1.6972 -3.6636 6.3132
H 1.9104 -3.6253 3.8369
H 0.0102 -2.7918 -0.2481
H 3.0983 -3.9196 -2.0592
H 3.2986 -3.8322 -4.5110
H 1.6409 -2.6008 -5.8800
H -0.5026 -1.9741 -4.7375
S -6.7426 3.3980 2.9327
N -5.1975 3.8482 3.1436
C -4.4673 2.9919 2.4494
C -3.0177 3.0078 2.3404
C -2.2315 3.9531 3.0145
C -0.8716 3.9196 2.8639
C -0.3164 2.9400 2.0265
N -1.0480 2.0419 1.4048
C -2.3781 2.0557 1.5536
C -3.1835 0.9995 0.8529
N -2.5347 0.0843 0.1214
C -3.2087 -0.8496 -0.5132
C -4.6065 -0.9404 -0.4386
C -5.2854 -0.0156 0.3090
C -4.5675 0.9896 0.9754
C -5.2255 2.0059 1.7775
N -6.5290 2.1164 1.9622
H -2.7227 4.6835 3.6438
H -0.2154 4.6090 3.3723
H 0.7556 2.8838 1.8790
H -2.6019 -1.5237 -1.1165
H -5.1176 -1.7256 -0.9755
H -6.3633 -0.0262 0.4012
O 1.6690 2.0393 -4.1380
P 0.9627 0.8183 -3.4139
O 0.7401 -0.1735 -4.5215
O 1.7316 0.3322 -2.2193
O -0.5056 1.4904 -2.9466
P -0.3869 3.0004 -2.1730
O -1.8684 3.1195 -1.5616
O -0.1200 4.0156 -3.2205
O 0.5588 2.7480 -1.0400
H 1.2684 2.9098 -4.0185
H -2.5053 3.4578 -2.1931
C 4.7012 -1.5294 2.5517
N 4.0260 -0.2614 2.6525
C 3.7311 0.4696 3.8653
C 3.0632 1.7239 3.3062
O 2.7113 2.6678 3.9934
N 2.9235 1.6041 1.9446
C 3.4751 0.4279 1.6332
N 3.5256 -0.0229 0.3676
H 5.3132 -1.6645 3.4451
H 5.3620 -1.5229 1.6839
H 4.0008 -2.3611 2.4530
H 4.6312 0.7305 4.4287
H 3.0377 -0.0686 4.5162
H 3.0214 0.5749 -0.2767
H 3.4179 -1.0225 0.1923
*
```

## Properties
HOMO-LUMO gap   3.24 eV
E_LUMO   3.02 eV

=====

2.
A structure of composition C13H23AuF5NO2P2 in a non-equilibrium geometry, computed with ωB97M-V/def2-TZVPD.

Structure (ORCA input):
```
! RIJCOSX wB97M-V def2-TZVPD def2/J DEFGRID3
* xyz 2 3
Au -0.8381 0.7143 0.7426
P 0.0547 2.0743 -0.9873
C 1.0965 1.0074 -2.0515
C 1.8277 -0.0296 -1.2304
N 1.1694 -0.5257 -0.1713
C 1.5228 -1.6578 0.4218
C 2.7196 -2.2800 0.0812
C 3.4964 -1.7330 -0.9380
C 3.0562 -0.5965 -1.6070
C 0.5867 -2.2146 1.4464
P -1.1137 -1.5735 1.2434
H 3.5987 -0.1568 -2.4479
H 3.0140 -3.1765 0.6158
H 4.4276 -2.2151 -1.2439
H 0.5605 -3.3076 1.4168
H 0.8995 -1.8787 2.4544
H 0.4319 0.3604 -2.9666
H 1.8576 1.6233 -2.6434
H -1.1663 -0.3216 -3.1360
O -0.3845 -0.3263 -3.6518
H -0.4087 -0.2872 -4.6205
H -2.0870 -0.1077 -1.2963
O -2.4043 -0.2033 -2.1860
H -3.0140 -0.9938 -2.1931
C -1.7795 -2.6403 -0.0308
H -1.6683 -3.6917 0.2487
H -2.8448 -2.4309 -0.1560
H -1.2346 -2.4810 -0.9646
C -2.0265 -2.0437 2.7386
H -3.0776 -1.7618 2.5762
H -1.9661 -3.1271 2.9383
H -1.6380 -1.4877 3.6071
C 0.8823 3.5538 -0.3261
H 1.3640 4.1389 -1.1211
H 0.1738 4.2101 0.1904
H 1.6441 3.2574 0.4120
C -1.1135 2.8058 -2.1522
H -1.7707 3.4938 -1.6160
H -0.5720 3.3538 -2.9347
H -1.7288 2.0132 -2.6107
F -0.6043 3.0261 2.4507
C -0.1058 1.7542 2.4812
F 1.2740 1.8507 2.4432
C -0.4569 1.1490 3.8549
F -0.0436 1.9535 4.8733
F -1.7885 0.9680 3.9984
F 0.1783 -0.0585 4.0480
*
```

## Properties
<S²>   2.010
HOMO-LUMO gap (alpha / beta)   8.63 / 3.89 eV
E_LUMO (alpha / beta)   -6.52 / -11.24 eV

=====

3.
A cluster of 2 separate species, C5H8BrCl in total in a non-equilibrium geometry, computed with ωB97M-V/def2-TZVPD.

Structure (ORCA input):
```
! RIJCOSX wB97M-V def2-TZVPD def2/J DEFGRID3
* xyz 0 1
C 0.5044 2.2719 -0.2921
C 1.8570 2.0687 -0.6630
C 0.4061 -0.9112 1.5864
C -0.1273 -0.6432 -0.6657
C 0.7565 -0.9418 0.2040
Cl 3.0160 1.8486 0.5513
Br 2.5634 -1.3749 -0.2983
H 0.0038 1.7450 0.5314
H -0.1190 2.7153 -1.0971
H 1.1907 -0.3668 2.2074
H 0.2158 -1.8656 2.0737
H -0.5677 -0.4451 1.7276
H 2.0466 2.1985 -1.8559
H 0.1374 -0.4770 -1.6845
H -1.1933 -0.5363 -0.3811
*
```

## Properties
Structure (SMILES)   C=C(C)Br.C=CCl
HOMO-LUMO gap   9.45 eV
E_LUMO   0.76 eV

=====

4.
A structure of composition C20H26FFeN3O2Si, computed with ωB97M-V/def2-TZVPD.

Structure (ORCA input):
```
! RIJCOSX wB97M-V def2-TZVPD def2/J DEFGRID3
* xyz 0 5
Fe 0.5239 1.0087 0.1460
C 0.3964 -2.4196 1.3890
Si -0.2505 -1.9453 -0.3032
C 1.1821 -1.9089 -1.5161
C -1.3765 -3.3350 -0.8876
N -0.9215 -0.3524 -0.2439
C -2.2195 0.0756 -0.3415
C -3.3505 -0.7151 -0.6263
C -4.6196 -0.1726 -0.7702
C -4.8473 1.1884 -0.6240
C -3.7665 2.0047 -0.3087
C -2.5256 1.4369 -0.1734
F -1.4796 2.2676 0.1518
H 0.8745 -3.4025 1.3758
H -0.4210 -2.4516 2.1140
H 1.1338 -1.6962 1.7471
H 1.7203 -2.8607 -1.5024
H 1.9011 -1.1207 -1.2850
H 0.8145 -1.7547 -2.5341
H -0.7560 -4.2248 -1.0285
H -1.8573 -3.1167 -1.8442
H -2.1522 -3.5929 -0.1643
H -3.2239 -1.7805 -0.7447
H -5.4464 -0.8345 -0.9971
H -5.8379 1.6065 -0.7346
H -3.8741 3.0712 -0.1582
C 0.9900 2.1451 4.3060
C 1.3914 1.5988 2.9584
O 0.5779 1.7842 2.0339
C 2.6509 0.9146 2.7977
C 3.4850 0.7228 3.9254
C 4.6983 0.1015 3.8352
C 5.1333 -0.3525 2.5762
C 4.3624 -0.1855 1.4611
C 3.0873 0.4416 1.5236
O 2.4117 0.5630 0.4335
H 0.0445 2.6680 4.1951
H 1.7443 2.8276 4.6968
H 0.8699 1.3337 5.0254
H 3.1504 1.0770 4.8908
H 5.3152 -0.0365 4.7121
H 6.0952 -0.8436 2.4893
H 4.6898 -0.5317 0.4894
C -2.2166 1.1492 -3.5718
N -0.7694 1.2950 -3.7564
C -0.1483 0.4932 -4.8096
C -0.0430 1.6273 -2.7149
N 0.5769 1.9792 -1.8018
H -2.7032 1.3571 -4.5233
H -2.5666 1.8565 -2.8233
H -2.4672 0.1401 -3.2376
H -0.6257 0.7412 -5.7564
H -0.2649 -0.5751 -4.6172
H 0.9098 0.7333 -4.8730
*
```

## Properties
<S²>   6.013
HOMO-LUMO gap (alpha / beta)   7.56 / 7.65 eV
E_LUMO (alpha / beta)   0.38 / 0.35 eV

=====

The records above give, respectively, relative energy (zero: lowest compared OMol25 entry of this formula, charge and spin) values of 100.58 16.78 40.12 0.72 kcal per mole.